(i)
C4H12 | ωB97M-V with the def2-TZVPD basis set

SMILES ... CC.CC
HOMO-LUMO gap ... 12.1 eV
HOMO ... -0.4013 Ha

```
! wB97M-V def2-TZVPD RIJCOSX def2/J DEFGRID3
* xyz 0 1
C -0.86 -1.22 -0.48
C -1.50 -2.53 -0.32
H -0.23 -1.14 -1.37
H -1.60 -0.44 -0.57
H -0.10 -0.90 0.30
H -2.65 -2.64 -0.53
H -1.79 -2.83 0.65
H -1.02 -3.46 -0.73
C 1.92 1.63 0.64
C 0.63 2.20 0.10
H 2.31 0.91 -0.13
H 2.61 2.40 0.92
H 1.57 0.89 1.48
H -0.36 1.86 0.51
H 0.45 2.08 -0.89
H 0.61 3.19 0.41
*
```

---

(ii)
C4H12 | ωB97M-V with the def2-TZVPD basis set

SMILES ... CC.CC
HOMO-LUMO gap ... 12.9 eV
HOMO ... -0.4334 Ha

```
! wB97M-V def2-TZVPD RIJCOSX def2/J DEFGRID3
* xyz 0 1
C 0.45 -2.25 -0.45
C 1.34 -2.33 -1.69
H -0.03 -3.21 -0.23
H 1.06 -2.05 0.43
H -0.35 -1.52 -0.54
H 0.81 -2.72 -2.56
H 2.20 -2.97 -1.50
H 1.70 -1.34 -1.95
C -1.21 1.60 0.90
C -0.60 2.96 1.23
H -1.56 1.55 -0.14
H -0.51 0.78 1.01
H -2.09 1.33 1.48
H -0.03 2.92 2.17
H -1.38 3.71 1.39
H 0.03 3.29 0.42
*
```

---

Energetically preferred structure: (ii) | next structure: +32.4 kcal/mol

---

(i)
C4H12 | ωB97M-V with the def2-TZVPD basis set

SMILES ... CC.CC
HOMO-LUMO gap ... 12.6 eV
HOMO ... -0.4208 Ha

```
! wB97M-V def2-TZVPD RIJCOSX def2/J DEFGRID3
* xyz 0 1
C 0.61 -2.06 -0.38
C 1.67 -1.13 -1.03
H -0.37 -1.98 -0.87
H 0.96 -3.08 -0.50
H 0.40 -1.83 0.66
H 1.48 -0.98 -2.08
H 1.83 -0.25 -0.41
H 2.62 -1.68 -0.97
C -1.39 2.28 0.47
C -0.89 0.95 0.93
H -1.92 2.26 -0.48
H -2.18 2.61 1.16
H -0.70 3.12 0.53
H -0.97 0.68 1.99
H 0.14 0.71 0.62
H -1.34 0.06 0.46
*
```

---

(ii)
C4H12 | ωB97M-V with the def2-TZVPD basis set

SMILES ... CC.CC
HOMO-LUMO gap ... 12.9 eV
HOMO ... -0.4333 Ha

```
! wB97M-V def2-TZVPD RIJCOSX def2/J DEFGRID3
* xyz 0 1
C 2.17 0.58 -0.92
C 1.99 -0.62 -1.85
H 1.65 1.47 -1.27
H 1.74 0.34 0.06
H 3.23 0.75 -0.78
H 2.70 -1.41 -1.58
H 2.12 -0.34 -2.89
H 1.01 -1.09 -1.72
C -1.53 0.05 0.83
C -2.65 0.08 1.87
H -1.69 0.62 -0.08
H -0.61 0.36 1.34
H -1.38 -0.99 0.50
H -2.73 1.03 2.39
H -3.61 -0.20 1.45
H -2.38 -0.63 2.65
*
```

---

Energetically preferred structure: (ii) | next structure: +8.5 kcal/mol

---

(i)
C4H12 | ωB97M-V with the def2-TZVPD basis set

SMILES ... CC.CC
HOMO-LUMO gap ... 12.1 eV
HOMO ... -0.4034 Ha

```
! wB97M-V def2-TZVPD RIJCOSX def2/J DEFGRID3
* xyz 0 1
C 1.63 -1.49 0.67
C 1.80 -0.20 -0.05
H 2.13 -2.34 0.14
H 2.19 -1.65 1.63
H 0.67 -1.86 0.80
H 2.90 -0.09 -0.03
H 1.70 -0.33 -1.19
H 1.26 0.60 0.57
C -1.54 1.52 -0.84
C -1.88 0.43 0.19
H -0.94 2.23 -0.42
H -1.28 0.80 -1.65
H -2.39 2.05 -1.28
H -3.04 0.43 0.40
H -1.62 -0.52 -0.17
H -1.60 0.42 1.22
*
```

---

(ii)
C4H12 | ωB97M-V with the def2-TZVPD basis set

SMILES ... CC.CC
HOMO-LUMO gap ... 12.9 eV
HOMO ... -0.4307 Ha

```
! wB97M-V def2-TZVPD RIJCOSX def2/J DEFGRID3
* xyz 0 1
C -0.37 1.01 -2.47
C 0.77 1.54 -1.61
H -0.65 0.03 -2.12
H -1.22 1.67 -2.38
H -0.13 0.97 -3.54
H 0.36 1.91 -0.65
H 1.41 2.31 -2.02
H 1.44 0.74 -1.27
C -0.53 -1.06 1.35
C 0.14 -1.48 2.65
H -0.99 -1.92 0.89
H -1.33 -0.34 1.52
H 0.15 -0.57 0.64
H 0.51 -0.65 3.25
H -0.55 -2.01 3.30
H 0.97 -2.15 2.46
*
```

---

(iii)
C4H12 | ωB97M-V with the def2-TZVPD basis set

SMILES ... CC.CC
HOMO-LUMO gap ... 12.8 eV
HOMO ... -0.4277 Ha

```
! wB97M-V def2-TZVPD RIJCOSX def2/J DEFGRID3
* xyz 0 1
C -0.90 1.11 -1.11
C -0.54 0.20 -2.30
H -0.87 2.15 -1.47
H -1.93 0.94 -0.81
H -0.22 0.95 -0.28
H -0.44 -0.85 -1.99
H 0.43 0.44 -2.73
H -1.30 0.33 -3.07
C 0.41 -0.08 2.11
C 1.05 -1.23 1.31
H -0.65 0.03 1.89
H 0.48 -0.19 3.20
H 0.95 0.84 1.92
H 1.05 -2.16 1.89
H 2.06 -1.00 0.99
H 0.42 -1.49 0.46
*
```

---

(iv)
C4H12 | ωB97M-V with the def2-TZVPD basis set

SMILES ... CC.CC
HOMO-LUMO gap ... 12.3 eV
HOMO ... -0.4136 Ha

```
! wB97M-V def2-TZVPD RIJCOSX def2/J DEFGRID3
* xyz 0 1
C -1.57 -1.22 2.09
C -2.13 -0.79 0.74
H -2.22 -1.63 2.78
H -0.74 -1.86 1.87
H -1.12 -0.32 2.57
H -3.18 -0.55 0.64
H -1.44 -0.19 0.34
H -2.18 -1.67 0.01
C 1.80 0.96 -2.16
C 1.87 1.06 -0.59
H 1.66 -0.02 -2.69
H 1.07 1.57 -2.58
H 2.70 1.20 -2.56
H 1.86 2.12 -0.51
H 2.79 0.70 -0.18
H 0.99 0.61 -0.14
*
```

---

Energetically preferred structure: (ii) | next structure: +1.5 kcal/mol

---

(i)
C4H12 | ωB97M-V with the def2-TZVPD basis set

SMILES ... CC.CC
HOMO-LUMO gap ... 12.4 eV
HOMO ... -0.4135 Ha

```
! wB97M-V def2-TZVPD RIJCOSX def2/J DEFGRID3
* xyz 0 1
C 1.51 1.07 -0.93
C 0.89 -0.20 -1.61
H 2.21 1.47 -1.64
H 0.67 1.67 -0.64
H 1.94 0.91 0.07
H 0.64 0.14 -2.62
H 0.02 -0.67 -1.16
H 1.67 -0.92 -1.78
C -0.56 -0.92 1.20
C -1.72 0.08 1.40
H -1.10 -1.84 0.91
H 0.05 -0.51 0.35
H -0.01 -1.24 2.07
H -2.54 -0.07 0.69
H -1.55 1.15 1.31
H -2.14 -0.11 2.39
*
```

---

(ii)
C4H12 | ωB97M-V with the def2-TZVPD basis set

SMILES ... CC.CC
HOMO-LUMO gap ... 12.7 eV
HOMO ... -0.4222 Ha

```
! wB97M-V def2-TZVPD RIJCOSX def2/J DEFGRID3
* xyz 0 1
C 1.36 -0.08 -1.03
C 0.37 0.31 -2.13
H 2.31 0.42 -1.17
H 0.95 0.13 -0.06
H 1.36 -1.17 -1.07
H -0.43 -0.39 -2.34
H 0.92 0.35 -3.08
H -0.07 1.29 -2.03
C -1.20 0.29 1.05
C -0.41 -0.47 2.12
H -1.86 -0.41 0.53
H -1.83 0.99 1.62
H -0.73 0.94 0.33
H -0.73 -1.52 2.13
H 0.67 -0.42 1.98
H -0.67 -0.24 3.16
*
```

---

(iii)
C4H12 | ωB97M-V with the def2-TZVPD basis set

SMILES ... CC.CC
HOMO-LUMO gap ... 12.5 eV
HOMO ... -0.4172 Ha

```
! wB97M-V def2-TZVPD RIJCOSX def2/J DEFGRID3
* xyz 0 1
C 1.20 0.68 -1.57
C 1.50 -0.81 -1.49
H 2.06 1.33 -1.81
H 0.35 0.87 -2.21
H 1.06 1.03 -0.56
H 1.95 -1.17 -2.42
H 0.61 -1.40 -1.31
H 2.21 -1.06 -0.70
C -1.58 -0.62 1.83
C -1.14 0.73 1.22
H -2.37 -1.07 1.23
H -0.80 -1.37 1.67
H -1.78 -0.56 2.89
H -0.56 0.55 0.32
H -2.04 1.29 0.95
H -0.53 1.28 1.92
*
```

---

(iv)
C4H12 | ωB97M-V with the def2-TZVPD basis set

SMILES ... CC.CC
HOMO-LUMO gap ... 11.6 eV
HOMO ... -0.3864 Ha

```
! wB97M-V def2-TZVPD RIJCOSX def2/J DEFGRID3
* xyz 0 1
C 1.73 0.79 -0.52
C 1.85 0.00 -1.72
H 0.71 1.26 -0.43
H 2.04 0.41 0.43
H 1.97 1.86 -0.48
H 2.95 -0.27 -2.05
H 1.66 0.60 -2.57
H 1.30 -0.90 -1.67
C -1.20 -0.74 0.73
C -2.41 -0.11 1.44
H -0.77 -0.21 -0.09
H -0.39 -1.21 1.31
H -1.49 -1.88 0.46
H -2.79 -0.70 2.26
H -3.20 0.31 0.89
H -1.97 0.78 2.00
*
```

---

Energetically preferred structure: (iii) | next structure: +6.1 kcal/mol

---

(i)
C4H12 | ωB97M-V with the def2-TZVPD basis set

SMILES ... CC.CC
HOMO-LUMO gap ... 12.9 eV
HOMO ... -0.4292 Ha

```
! wB97M-V def2-TZVPD RIJCOSX def2/J DEFGRID3
* xyz 0 1
C 2.82 -1.14 0.04
C 1.36 -0.76 -0.24
H 3.52 -0.32 0.00
H 2.93 -1.58 1.03
H 3.14 -1.91 -0.65
H 0.98 -1.42 -1.03
H 1.23 0.27 -0.60
H 0.64 -0.94 0.57
C -2.50 0.51 0.49
C -1.64 1.52 -0.29
H -2.27 0.50 1.56
H -3.56 0.65 0.34
H -2.30 -0.53 0.22
H -0.67 1.57 0.18
H -2.17 2.46 -0.34
H -1.52 1.11 -1.29
*
```

---

(ii)
C4H12 | ωB97M-V with the def2-TZVPD basis set

SMILES ... CC.CC
HOMO-LUMO gap ... 12.7 eV
HOMO ... -0.4230 Ha

```
! wB97M-V def2-TZVPD RIJCOSX def2/J DEFGRID3
* xyz 0 1
C -0.51 1.79 -1.36
C 0.45 0.95 -2.21
H -1.23 1.15 -0.88
H 0.00 2.52 -0.74
H -1.15 2.48 -1.94
H 0.64 1.46 -3.16
H 0.01 -0.04 -2.32
H 1.40 0.85 -1.69
C 0.27 -2.00 2.22
C -0.16 -0.81 1.34
H 0.46 -2.95 1.71
H 1.17 -1.72 2.74
H -0.56 -2.22 2.90
H -0.98 -0.29 1.83
H -0.45 -1.10 0.36
H 0.64 -0.08 1.20
*
```

---

(iii)
C4H12 | ωB97M-V with the def2-TZVPD basis set

SMILES ... CC.CC
HOMO-LUMO gap ... 12.3 eV
HOMO ... -0.4072 Ha

```
! wB97M-V def2-TZVPD RIJCOSX def2/J DEFGRID3
* xyz 0 1
C 0.16 1.05 1.66
C 0.60 0.13 2.77
H -0.73 1.63 1.97
H 0.94 1.69 1.25
H -0.41 0.65 0.83
H 1.42 0.56 3.38
H 0.96 -0.85 2.46
H -0.13 0.06 3.58
C -0.18 -0.67 -1.47
C -0.46 -0.54 -2.98
H 0.85 -0.34 -1.29
H -0.82 -0.08 -0.83
H -0.43 -1.69 -1.21
H -0.60 -1.50 -3.46
H 0.31 0.06 -3.45
H -1.47 -0.15 -3.19
*
```

---

(iv)
C4H12 | ωB97M-V with the def2-TZVPD basis set

SMILES ... CC.CC
HOMO-LUMO gap ... 12.4 eV
HOMO ... -0.4143 Ha

```
! wB97M-V def2-TZVPD RIJCOSX def2/J DEFGRID3
* xyz 0 1
C 1.45 2.50 0.98
C 1.89 1.29 0.26
H 2.41 2.94 1.40
H 1.05 3.33 0.38
H 0.71 2.26 1.71
H 1.50 1.31 -0.73
H 1.38 0.37 0.86
H 2.88 1.18 0.31
C -1.36 -2.38 -0.08
C -1.89 -1.39 -1.10
H -0.85 -3.17 -0.69
H -0.65 -1.96 0.69
H -2.24 -3.03 0.23
H -2.89 -1.42 -1.33
H -1.56 -1.41 -2.11
H -1.84 -0.43 -0.79
*
```

---

Energetically preferred structure: (i) | next structure: +2.8 kcal/mol

---

(i)
C4H6O2 | ωB97M-V with the def2-TZVPD basis set

HOMO-LUMO gap ... 11.3 eV
HOMO ... -0.3847 Ha

```
! wB97M-V def2-TZVPD RIJCOSX def2/J DEFGRID3
* xyz 0 1
C 1.43 -0.29 0.09
C -0.07 -0.31 0.33
C -0.86 1.00 0.29
O -1.76 0.45 -0.71
C -1.00 -0.68 -0.82
O -1.13 -1.57 -1.60
H 1.92 0.39 0.80
H 1.86 -1.29 0.24
H 1.68 0.04 -0.92
H -0.33 -0.91 1.21
H -0.32 1.86 -0.12
H -1.40 1.29 1.20
*
```

---

(ii)
C4H6O2 | ωB97M-V with the def2-TZVPD basis set

HOMO-LUMO gap ... 9.4 eV
HOMO ... -0.3149 Ha

```
! wB97M-V def2-TZVPD RIJCOSX def2/J DEFGRID3
* xyz 0 1
O -2.55 -1.25 -1.41
C -1.82 -0.53 -0.86
C -0.13 -0.78 0.52
C 0.87 -0.11 -0.21
C 0.90 0.88 0.94
O -0.24 0.17 1.55
H -0.84 0.64 -1.53
H -0.37 -1.82 0.72
H 0.02 0.58 -1.27
H 1.70 -0.50 -0.80
H 0.68 1.94 0.75
H 1.79 0.79 1.58
*
```

---

Energetically preferred structure: (i) | next structure: +112.6 kcal/mol